(1)
Entry from the Open Molecules 2025 dataset: a cluster of 7 separate species, C36H78BrFINO10P in total (wB97M-V/def2-TZVPD).

As for the net charge: -1. Its largest force on an atom is 6.20 eV Å⁻¹. The calculation puts the HOMO energy at -3.89 eV. For the molecular weight, the calculation gives 941.8 g mol⁻¹. The calculation puts the gap between HOMO and LUMO at 5.93 eV. Its LUMO energy is 2.04 eV.

Positions of all 129 atoms, in Å:
1 C -0.85 -3.52 3.50
2 C -0.85 -2.51 2.45
3 P 0.38 -2.44 0.97
4 C 1.90 -2.45 2.18
5 C 2.06 -1.05 2.98
6 F 3.16 -0.30 2.38
7 C 1.59 -1.94 -0.42
8 C 2.24 -3.15 -1.23
9 O 1.97 -3.24 -2.47
10 Br 3.48 -4.52 -0.50
11 O 0.38 -4.15 0.68
12 C -0.94 -4.63 0.33
13 O -1.00 -5.97 -0.33
14 C -1.55 -6.84 0.67
15 N -1.91 -7.47 1.64
16 C -1.73 -3.41 -0.45
17 C -3.28 -3.65 -0.09
18 C -4.30 -2.68 -0.85
19 C -5.82 -2.98 -0.38
20 I -6.14 -2.08 1.60
21 C -1.68 -3.69 -2.06
22 C -1.41 -2.31 -2.88
23 C -1.72 -2.46 -4.45
24 C -1.46 -1.13 -5.31
25 C 0.03 -0.53 -5.18
26 C 0.03 1.05 -4.78
27 C 0.16 1.29 -3.19
28 C -0.81 2.43 -2.61
29 C -2.30 1.80 -2.42
30 C -2.37 0.92 -1.08
31 C -2.54 1.78 0.28
32 C -3.07 0.79 1.46
33 O -1.09 -2.19 0.02
34 H -1.35 -4.54 3.39
35 H -0.34 -3.23 4.49
36 H -1.63 -1.68 2.53
37 H 0.27 -0.99 1.17
38 H 2.90 -2.60 1.61
39 H 1.85 -3.34 2.92
40 H 1.09 -0.46 3.08
41 H 2.42 -1.34 4.04
42 H 0.99 -1.30 -1.18
43 H 2.41 -1.21 -0.02
44 H -1.68 -4.81 1.21
45 H -3.53 -4.74 -0.39
46 H -3.51 -3.55 1.04
47 H -4.07 -1.59 -0.54
48 H -4.29 -2.79 -1.99
49 H -5.88 -4.13 -0.22
50 H -6.60 -2.64 -1.16
51 H -2.65 -4.18 -2.45
52 H -0.82 -4.39 -2.33
53 H -2.00 -1.46 -2.38
54 H -0.30 -2.06 -2.75
55 H -2.84 -2.73 -4.56
56 H -1.11 -3.36 -4.86
57 H -1.64 -1.36 -6.42
58 H -2.22 -0.34 -4.92
59 H 0.64 -1.07 -4.38
60 H 0.58 -0.61 -6.18
61 H 0.95 1.50 -5.28
62 H -0.93 1.58 -5.13
63 H 1.24 1.55 -2.88
64 H -0.08 0.29 -2.66
65 H -0.47 2.81 -1.57
66 H -0.82 3.37 -3.29
67 H -3.12 2.59 -2.39
68 H -2.43 1.06 -3.30
69 H -3.28 0.23 -1.17
70 H -1.43 0.27 -0.95
71 H -1.55 2.25 0.64
72 H -3.32 2.60 0.11
73 H -2.65 -0.26 1.31
74 H -2.69 1.19 2.46
75 H -4.22 0.68 1.47
76 C 5.89 2.69 2.87
77 C 4.59 3.44 2.64
78 O 3.80 2.75 1.67
79 H 6.45 2.60 1.94
80 H 6.51 3.21 3.61
81 H 5.69 1.67 3.23
82 H 4.79 4.44 2.27
83 H 4.01 3.52 3.56
84 H 3.63 1.87 2.01
85 C -1.91 6.73 -2.48
86 C -3.07 5.98 -3.11
87 O -3.55 4.98 -2.21
88 H -1.10 6.04 -2.24
89 H -1.53 7.50 -3.16
90 H -2.21 7.20 -1.55
91 H -2.76 5.49 -4.03
92 H -3.90 6.66 -3.34
93 H -3.83 5.42 -1.40
94 C 2.60 6.31 -3.75
95 C 2.08 4.93 -4.11
96 O 0.70 5.00 -4.46
97 H 2.03 6.73 -2.92
98 H 3.66 6.27 -3.48
99 H 2.48 7.00 -4.59
100 H 2.18 4.25 -3.26
101 H 2.63 4.51 -4.95
102 H 0.62 5.60 -5.21
103 C 6.05 5.47 6.20
104 C 5.19 6.10 5.13
105 O 3.92 5.47 5.07
106 H 6.19 4.40 6.00
107 H 7.03 5.94 6.26
108 H 5.57 5.55 7.18
109 H 5.67 6.00 4.15
110 H 5.04 7.17 5.33
111 H 3.51 5.57 5.94
112 C -1.28 1.10 6.32
113 C -2.57 1.85 6.08
114 O -3.35 1.19 5.10
115 H -0.70 1.02 5.39
116 H -0.66 1.60 7.07
117 H -1.48 0.07 6.65
118 H -2.36 2.86 5.73
119 H -3.15 1.92 7.01
120 H -3.54 0.30 5.42
121 C 1.92 -9.13 -1.56
122 C 1.73 -9.11 -0.05
123 O 2.92 -8.68 0.59
124 H 2.74 -9.81 -1.83
125 H 1.01 -9.46 -2.06
126 H 2.19 -8.14 -1.93
127 H 1.48 -10.10 0.32
128 H 0.92 -8.42 0.23
129 H 3.13 -7.80 0.26



(2)
Entry from the Open Molecules 2025 dataset: a cluster of 7 separate species, C36H78O6S2 in total (wB97M-V/def2-TZVPD).

As for the spin multiplicity: 2. As for the net charge: +1. Its largest force on an atom is 3.36 eV Å⁻¹. The calculation puts the HOMO energy (alpha / beta) at -12.06 / -12.06 eV. For the molecular weight, the calculation gives 671.1 g mol⁻¹. The calculation puts the gap between HOMO and LUMO (alpha / beta) at 7.77 / 3.60 eV. Its LUMO energy (alpha / beta) is -4.29 / -8.46 eV. As for the expectation value of S²: 0.768.

Positions of all 122 atoms, in Å:
1 O 2.16 0.63 1.47
2 S 0.97 -0.19 1.18
3 O -0.39 0.22 1.60
4 O 1.02 -0.50 -0.44
5 C -0.17 -0.97 -0.98
6 C 0.03 -1.33 -2.41
7 C 1.35 -1.96 1.78
8 H -0.82 -0.10 -1.07
9 H -0.59 -1.70 -0.29
10 H -0.98 -1.52 -2.78
11 H 0.46 -2.33 -2.47
12 H 0.60 -0.63 -3.02
13 H 1.29 -2.02 2.86
14 H 2.28 -2.34 1.35
15 H 0.48 -2.50 1.41
16 O -4.16 -0.41 0.96
17 S -4.16 -0.71 -0.45
18 O -3.23 -1.68 -0.99
19 O -5.72 -1.21 -0.81
20 C -6.67 -0.76 0.09
21 C -8.04 -0.82 -0.50
22 C -4.21 0.87 -1.43
23 H -6.54 0.30 0.29
24 H -6.73 -1.37 0.99
25 H -8.89 -0.68 0.17
26 H -8.12 -1.78 -1.02
27 H -8.15 -0.05 -1.26
28 H -3.22 1.31 -1.33
29 H -4.96 1.44 -0.89
30 H -4.65 0.60 -2.39
31 C 0.81 2.61 -5.20
32 C 2.07 2.00 -5.17
33 C 2.71 1.68 -3.92
34 C 2.08 1.95 -2.71
35 C 0.82 2.53 -2.67
36 C 0.26 2.86 -3.91
37 H 0.43 2.93 -6.16
38 H 2.69 1.76 -6.02
39 H 3.61 1.09 -3.94
40 H 2.59 1.71 -1.78
41 H 0.28 2.72 -1.75
42 H -0.69 3.36 -3.98
43 C -0.02 1.04 5.19
44 C 0.51 0.59 6.57
45 C 2.03 0.44 6.55
46 C 2.68 -0.58 5.59
47 C 2.19 -2.05 5.77
48 C 2.51 -2.68 7.06
49 H -1.07 1.34 5.19
50 H -0.12 0.16 4.55
51 H 0.77 1.60 4.70
52 H 0.33 1.41 7.27
53 H 0.01 -0.33 6.88
54 H 2.36 0.42 7.59
55 H 2.50 1.37 6.25
56 H 2.41 -0.35 4.56
57 H 3.77 -0.55 5.68
58 H 1.11 -2.17 5.64
59 H 2.45 -2.64 4.89
60 H 3.52 -2.30 7.21
61 H 1.92 -2.24 7.87
62 H 2.55 -3.76 7.03
63 C 6.13 1.33 0.51
64 C 5.12 0.20 -0.01
65 C 5.70 -0.68 -1.14
66 C 4.54 -1.38 -1.99
67 C 3.69 -2.43 -1.24
68 C 3.79 -3.85 -2.02
69 H 7.11 0.88 0.61
70 H 5.78 1.68 1.48
71 H 6.27 2.15 -0.21
72 H 4.86 -0.40 0.86
73 H 4.18 0.65 -0.33
74 H 6.33 -1.46 -0.70
75 H 6.28 -0.13 -1.88
76 H 3.87 -0.59 -2.33
77 H 4.89 -1.89 -2.89
78 H 4.06 -2.52 -0.22
79 H 2.62 -2.23 -1.14
80 H 3.48 -4.64 -1.35
81 H 3.17 -3.69 -2.91
82 H 4.79 -4.08 -2.38
83 C -1.04 -1.84 -7.42
84 C -1.70 -3.26 -7.29
85 C -2.07 -3.73 -5.84
86 C -3.35 -3.20 -5.31
87 C -3.60 -3.50 -3.82
88 C -5.12 -3.34 -3.47
89 H -1.64 -0.96 -7.18
90 H -0.68 -1.61 -8.42
91 H -0.18 -1.70 -6.76
92 H -2.57 -3.21 -7.95
93 H -1.09 -4.03 -7.75
94 H -1.28 -3.56 -5.11
95 H -2.20 -4.81 -5.87
96 H -3.61 -2.19 -5.65
97 H -4.19 -3.72 -5.78
98 H -3.34 -4.51 -3.50
99 H -2.92 -2.83 -3.30
100 H -5.78 -3.80 -4.21
101 H -5.42 -3.43 -2.42
102 H -5.36 -2.29 -3.64
103 C 1.50 4.05 0.78
104 C 0.59 4.90 1.68
105 C 0.00 4.14 2.93
106 C -1.00 5.08 3.68
107 C -1.41 4.34 5.01
108 C -2.64 4.84 5.70
109 H 1.75 4.62 -0.11
110 H 0.98 3.12 0.55
111 H 2.46 3.78 1.23
112 H 1.29 5.63 2.09
113 H -0.17 5.33 1.04
114 H 0.79 3.91 3.65
115 H -0.39 3.14 2.72
116 H -0.50 6.04 3.84
117 H -1.83 5.24 3.00
118 H -1.75 3.34 4.73
119 H -0.47 4.33 5.55
120 H -3.46 4.75 4.99
121 H -2.99 4.40 6.63
122 H -2.52 5.91 5.86



(3)
Entry from the Open Molecules 2025 dataset: a structure of composition C36H80BeClN5O8 (wB97M-V/def2-TZVPD).

As for the energy above the lowest of the compared OMol25 structures with the same formula, charge and spin: 2.863 eV. As for the net charge: +2. Its largest force on an atom is 4.28 eV Å⁻¹. The calculation puts the HOMO energy at -12.07 eV. For the molecular weight, the calculation gives 755.5 g mol⁻¹. The calculation puts the gap between HOMO and LUMO at 1.72 eV. Its LUMO energy is -10.35 eV.

Positions of all 131 atoms, in Å:
1 Be 23.76 10.08 15.09
2 N 20.64 15.37 15.27
3 H 19.84 15.77 14.79
4 H 21.44 15.97 15.13
5 H 20.81 14.42 14.98
6 H 20.50 15.51 16.26
7 Cl 20.99 11.80 13.51
8 O 21.20 11.35 14.86
9 O 22.27 11.49 12.88
10 O 19.93 11.12 12.81
11 O 20.83 13.22 13.25
12 C 24.41 6.31 12.01
13 C 23.62 7.58 12.45
14 C 22.30 7.62 11.70
15 C 21.23 6.62 12.16
16 C 21.03 6.84 13.68
17 C 22.39 6.67 14.53
18 N 23.39 7.60 13.92
19 O 24.60 7.75 14.66
20 C 22.01 7.11 15.94
21 C 22.90 5.20 14.65
22 C 24.50 8.83 12.11
23 H 23.79 5.42 11.87
24 H 25.28 6.05 12.61
25 H 24.82 6.43 11.00
26 H 21.90 8.63 11.67
27 H 22.57 7.31 10.69
28 H 21.47 5.63 11.76
29 H 20.27 6.91 11.73
30 H 20.24 6.26 14.15
31 H 20.75 7.89 13.74
32 H 22.93 7.20 16.52
33 H 21.45 8.05 15.97
34 H 21.46 6.33 16.47
35 H 22.31 4.67 15.40
36 H 22.81 4.71 13.68
37 H 23.94 5.03 14.93
38 H 25.44 8.80 12.65
39 H 24.05 9.77 12.40
40 H 24.57 8.88 11.02
41 H 24.98 6.87 14.59
42 C 20.71 12.61 9.35
43 C 22.05 12.95 8.59
44 C 21.84 14.50 8.29
45 C 23.16 15.04 7.89
46 C 24.32 14.77 8.85
47 C 24.51 13.28 9.42
48 N 23.15 12.74 9.57
49 O 23.30 11.36 9.85
50 C 25.40 12.51 8.36
51 C 25.14 13.27 10.90
52 C 21.99 12.16 7.25
53 H 20.64 13.30 10.19
54 H 20.78 11.56 9.63
55 H 19.89 12.91 8.70
56 H 21.20 14.62 7.43
57 H 21.32 15.07 9.06
58 H 23.15 16.12 7.80
59 H 23.36 14.67 6.88
60 H 24.44 15.58 9.58
61 H 25.14 15.04 8.19
62 H 25.06 12.86 7.38
63 H 26.45 12.76 8.51
64 H 25.29 11.46 8.62
65 H 26.09 13.80 11.02
66 H 24.51 13.51 11.76
67 H 25.36 12.21 11.02
68 H 21.82 11.10 7.39
69 H 22.95 12.41 6.81
70 H 21.33 12.43 6.42
71 H 22.92 11.45 10.73
72 C 25.47 18.62 15.56
73 C 24.05 18.67 15.17
74 C 23.81 19.88 14.25
75 C 24.21 19.59 12.76
76 C 23.49 18.43 12.17
77 C 23.71 17.10 13.01
78 N 23.41 17.54 14.44
79 O 23.31 16.37 15.23
80 C 22.71 16.03 12.48
81 C 25.14 16.65 12.74
82 C 23.27 19.06 16.46
83 H 25.84 17.65 15.89
84 H 25.75 19.48 16.16
85 H 26.12 18.80 14.70
86 H 22.82 20.33 14.34
87 H 24.40 20.74 14.55
88 H 25.25 19.44 12.47
89 H 23.98 20.51 12.22
90 H 23.95 18.20 11.21
91 H 22.44 18.64 11.97
92 H 22.54 15.22 13.19
93 H 21.73 16.45 12.23
94 H 23.23 15.54 11.66
95 H 25.90 17.17 13.32
96 H 25.28 15.63 13.09
97 H 25.49 16.65 11.70
98 H 22.24 19.11 16.11
99 H 23.51 20.06 16.85
100 H 23.38 18.27 17.20
101 H 24.22 16.11 15.37
102 C 18.35 10.88 17.40
103 C 17.20 10.20 16.62
104 C 17.91 9.14 15.67
105 C 18.34 7.70 16.35
106 C 17.13 7.23 17.23
107 C 16.56 8.32 18.20
108 N 16.19 9.51 17.46
109 O 15.47 10.39 18.23
110 C 15.27 7.64 18.71
111 C 17.48 8.56 19.40
112 C 16.56 11.21 15.66
113 H 19.06 11.38 16.75
114 H 17.89 11.55 18.12
115 H 19.03 10.23 17.95
116 H 17.25 8.99 14.82
117 H 18.81 9.55 15.22
118 H 18.87 7.01 15.70
119 H 19.15 7.84 17.07
120 H 17.18 6.22 17.62
121 H 16.38 7.12 16.45
122 H 15.44 6.65 19.14
123 H 14.56 7.59 17.89
124 H 14.81 8.34 19.42
125 H 17.48 7.71 20.08
126 H 17.20 9.44 19.99
127 H 18.54 8.65 19.16
128 H 17.34 11.55 14.99
129 H 15.86 10.70 15.00
130 H 16.04 12.00 16.21
131 H 14.60 10.29 17.82



Q: Which formula does entry 1 have?
A: C36H78BrFINO10P



Q: What is the molecular weight in the third record?
A: 755.5 g mol⁻¹



Q: net charge of number 3 (C36H80BeClN5O8)?
A: +2